C55H31Cl3F15GeNNiO4S6 as an isolated structure at a distorted geometry. Source: the Open Molecules 2025 dataset; level of theory: ωB97M-V/def2-TZVPD.

```
117
Properties=species:S:1:pos:R:3:forces:R:3
Ni 7.353 -9.141 22.445 -1.1975 1.5940 -1.0520
C 12.143 -12.296 23.412 -0.8243 0.2280 0.3204
C 10.854 -12.349 24.241 -0.1494 1.2361 -0.4855
C 11.009 -13.313 25.381 0.2724 -0.5563 0.0094
O 9.695 -12.653 23.388 2.2372 -0.6599 1.4921
C 9.017 -11.471 23.107 -1.3562 0.7010 -0.9248
C 9.764 -10.360 23.916 0.1410 1.3297 -1.0681
O 10.601 -11.034 24.800 0.0494 -2.1734 0.7250
C 9.174 -9.019 24.510 0.3299 0.7310 -0.0056
O 8.578 -8.293 23.517 0.2376 0.0290 0.4486
C 8.273 -9.195 25.764 -0.0544 0.4611 -0.7558
C 8.744 -9.874 26.885 -0.8142 0.1022 0.2707
C 7.931 -9.971 28.011 -0.3223 0.1926 0.0373
C 6.661 -9.360 28.001 0.6311 -0.6272 1.2392
C 6.194 -8.684 26.889 -0.5079 0.1333 0.2100
C 6.989 -8.599 25.769 0.6794 -0.3896 -1.0537
C 10.410 -8.114 24.890 0.3690 0.6689 0.2943
C 11.347 -8.442 25.871 -0.1169 -0.3912 -0.4843
C 12.468 -7.672 26.118 0.0647 0.4840 -0.1692
C 12.681 -6.486 25.430 -0.4281 -0.0763 -0.3932
C 11.724 -6.071 24.511 -0.5396 -0.1260 -0.2994
C 10.602 -6.863 24.239 0.0197 -0.8217 0.7245
C 7.482 -11.790 23.102 -0.7899 -0.4642 0.6115
O 6.742 -10.632 23.243 -0.0445 -1.5492 0.2229
C 6.956 -12.734 24.203 0.2836 -0.3539 -0.0086
C 7.513 -12.848 25.476 -0.6112 -0.2644 0.1545
C 6.927 -13.680 26.451 0.5720 0.6572 -0.7869
C 5.777 -14.391 26.179 -0.1589 -0.4291 -0.1017
C 5.189 -14.266 24.927 0.0692 0.1984 -0.4230
C 5.799 -13.473 23.954 -0.8611 -0.0216 -0.2572
C 7.219 -12.480 21.684 0.3643 0.7177 0.6964
C 7.373 -13.834 21.346 0.1862 0.3915 -0.2030
C 7.214 -14.207 20.020 -0.2392 0.8840 -0.2246
C 6.952 -13.265 19.020 0.1760 -0.6473 -0.4852
C 6.847 -11.932 19.335 -1.4044 0.5950 1.1855
C 6.898 -11.570 20.698 0.0019 0.7432 -0.4496
H 12.442 -13.301 23.155 0.1135 -0.3446 -0.3454
H 12.918 -11.835 24.007 0.2468 0.1035 0.2146
H 11.977 -11.683 22.539 -0.0056 0.0715 -0.4048
H 11.067 -14.324 24.969 -0.0653 -0.0091 0.1059
H 10.176 -13.248 26.062 -0.2769 -0.0484 0.2032
H 11.942 -13.125 25.939 -0.3252 0.1003 -0.3048
H 9.174 -11.171 22.046 0.1699 -0.1889 0.5464
H 10.426 -9.941 23.145 -0.1724 0.1009 -0.0883
H 9.710 -10.351 26.883 -0.0500 -0.0358 -0.0613
H 8.319 -10.525 28.885 -0.4831 0.4002 -0.4000
H 6.061 -9.418 28.915 0.0673 0.0005 -0.3729
H 5.188 -8.234 26.901 0.5399 -0.2450 -0.0266
H 6.605 -8.153 24.829 0.5365 -0.2117 0.7831
H 11.251 -9.386 26.375 0.0883 -0.0301 0.1804
H 13.182 -8.007 26.843 0.3404 -0.1593 0.2915
H 13.582 -5.907 25.528 0.2493 0.1105 0.3258
H 11.828 -5.122 23.972 0.0769 -0.3504 0.2145
H 9.832 -6.551 23.556 0.0494 -0.0036 -0.2488
H 8.386 -12.268 25.725 0.0968 0.0832 0.0375
H 7.410 -13.758 27.407 0.1138 -0.0426 0.3874
H 5.378 -15.103 26.897 -0.0736 0.2426 0.0867
H 4.251 -14.774 24.682 0.3607 0.0399 0.1272
H 5.305 -13.409 22.971 0.3485 0.0590 0.5578
H 7.636 -14.599 22.072 -0.0907 0.2664 0.1069
H 7.257 -15.224 19.718 0.2169 -0.8480 -0.0569
H 6.859 -13.590 17.982 0.0350 -0.0411 0.2860
H 5.152 -10.832 18.405 -1.8079 0.1148 0.0191
H 6.747 -10.478 20.979 0.1310 -1.8804 -0.4220
Cl 4.534 -5.113 20.120 1.3205 0.2525 0.0916
C 6.355 -5.319 20.323 0.1216 -0.5613 -0.3925
Cl 7.117 -4.036 21.366 -0.6969 -0.6436 -1.0897
Cl 7.134 -5.418 18.599 -0.7347 0.4225 1.7365
C 6.578 -6.593 20.983 0.1664 -0.3989 0.2311
N 6.799 -7.606 21.509 0.2731 0.7927 -0.4473
C 7.234 -8.788 15.551 -0.7907 0.0774 -0.7461
S 7.956 -10.357 16.049 1.3902 0.6819 -0.6185
C 6.676 -11.051 16.929 -0.3682 0.1089 1.3293
C 6.553 -10.827 18.351 3.3287 0.5933 0.4863
S 6.967 -9.255 18.950 -0.3660 -0.6445 -1.0973
S 3.738 -11.200 18.136 0.0053 -0.8089 -0.3877
C 4.180 -12.299 16.865 -0.4356 -0.4291 -0.1997
S 3.281 -13.534 16.195 0.2239 0.9614 0.6174
S 5.707 -12.076 16.006 -0.3692 -0.4430 -0.1147
H 8.003 -8.126 15.157 0.1275 -0.1689 -0.1162
H 6.747 -8.296 16.379 0.1246 0.0023 0.3892
H 6.468 -9.001 14.794 0.2609 0.2682 -0.0368
F 10.521 -12.329 19.109 0.2012 -0.2809 0.1989
C 11.721 -12.648 19.599 0.7094 0.1867 -0.3775
C 12.678 -11.629 19.816 1.0327 -0.9851 0.0081
C 13.948 -12.063 20.218 -0.5461 0.1362 -0.1046
F 14.961 -11.183 20.502 -0.8084 -0.6559 -0.3538
C 14.270 -13.412 20.316 0.6152 0.8244 0.3225
F 15.522 -13.735 20.676 0.0292 -0.3329 -0.0445
C 13.341 -14.383 20.039 -0.0750 0.1298 -0.3340
F 13.706 -15.669 19.989 -0.1025 -0.0079 0.2835
C 12.054 -14.006 19.695 -0.4691 0.1502 0.1024
F 11.175 -14.999 19.434 0.1609 0.6325 -0.0488
Ge 12.280 -9.715 19.530 -2.4387 -0.0758 1.4263
S 10.387 -9.489 20.620 1.0729 0.5046 -1.0835
C 13.706 -8.609 20.327 1.2713 1.0965 -0.4810
C 14.455 -7.684 19.546 0.2636 -0.3408 0.8792
F 14.487 -7.735 18.190 -0.5120 -0.0086 0.4728
C 15.355 -6.773 20.106 0.0316 -0.4392 0.3109
F 16.110 -5.972 19.314 -0.3096 -0.3661 0.3688
C 15.583 -6.785 21.490 -1.0771 -0.5386 -1.3311
F 16.572 -6.066 21.980 0.3381 0.6199 0.5238
C 14.817 -7.623 22.291 0.4036 -0.1594 -0.2241
F 15.024 -7.598 23.613 0.0378 -0.2100 -0.1869
C 13.978 -8.574 21.706 -0.1128 0.0034 -0.1405
F 13.524 -9.526 22.544 -0.2375 0.5644 -0.5913
C 12.106 -9.353 17.579 0.1236 0.2146 -1.7163
C 12.304 -10.368 16.610 0.2123 -0.0178 0.9956
F 12.777 -11.592 17.021 -0.4682 1.0394 -0.6227
C 12.039 -10.216 15.254 -0.2268 -0.7696 -0.3112
F 12.116 -11.295 14.405 0.0546 1.1320 0.7696
C 11.594 -8.989 14.772 -0.1096 -0.5243 0.4245
F 11.220 -8.880 13.492 0.2391 0.2025 0.0733
C 11.445 -7.934 15.662 0.3844 -0.1980 0.1807
F 11.124 -6.718 15.197 -0.2401 -0.1255 0.0037
C 11.677 -8.120 17.026 -0.1789 -0.5771 0.2796
F 11.406 -7.039 17.788 0.4544 -0.6674 -0.0600
```
Forces are in eV/Å.

Its spin multiplicity is 3. The value obtained for the HOMO energy (alpha / beta) is -2.3 / -2.3 eV. As for the charge: -2. The lowest unoccupied orbital energy (alpha / beta) comes out at 2.03 / 1.74 eV.

Here are the Löwdin charges for atoms 1 to 5, given in e: 0.3609, 0.0205, -0.5013, 0.0067, 0.0003